ORCA calculation (ωB97M-V/def2-TZVPD) on C19H20ClN6O7S3Y as an isolated structure.

Geometry as XYZ:
```
57
C19H20ClN6O7S3Y (ωB97M-V/def2-TZVPD)
Y 0.536 -0.060 0.751
Cl -0.130 0.765 -2.128
S 2.366 1.604 1.730
S -3.743 0.045 0.314
S 4.321 2.822 -0.222
O -0.268 -0.582 -1.509
O -1.505 0.521 1.361
O 0.355 1.609 -1.036
O 0.803 0.713 -3.188
O -2.692 -0.266 1.504
O 0.814 -2.067 1.379
O -1.416 1.211 -2.559
N -2.103 -2.812 0.378
N -2.699 -1.862 -2.951
N -2.579 -2.230 -0.795
N 3.382 0.442 -0.542
N 2.586 -0.657 -0.214
N -3.230 -0.840 -2.243
C 3.289 1.445 0.255
C 4.423 -1.940 -1.169
C 7.693 -0.292 -0.113
C 6.398 -1.054 1.758
C 2.035 -5.423 -0.702
C -2.269 -2.696 -2.051
C 5.838 0.212 1.885
C -3.147 -1.026 -0.933
C 5.549 2.583 1.108
C 7.328 -1.309 0.763
C 0.720 -4.374 1.012
C -1.495 -3.935 -2.272
C 1.273 -3.107 0.728
C 7.127 0.966 0.010
C 3.068 -1.812 -0.529
C 1.080 -5.503 0.314
C 2.641 -4.210 -0.945
C 2.298 -3.038 -0.252
C 6.200 1.233 1.015
H 4.947 -2.813 -0.786
H 5.098 0.405 2.653
H 6.273 3.384 0.955
H -2.483 -2.318 1.179
H 4.305 -2.055 -2.250
H 6.102 -1.842 2.440
H 7.767 -2.294 0.666
H 2.322 -6.300 -1.266
H 7.391 1.751 -0.689
H 8.415 -0.483 -0.897
H -1.949 -4.792 -1.774
H -2.371 -3.789 0.394
H 0.000 -4.421 1.820
H 5.016 -1.050 -0.990
H 3.409 -4.157 -1.706
H -1.439 -4.127 -3.340
H -0.487 -3.805 -1.868
H -3.448 0.030 -2.706
H 5.059 2.730 2.068
H 0.627 -6.457 0.561
```

charge = 0
electronic energy = -89364.742 eV
energy above the lowest of the compared OMol25 structures with the same formula, charge and spin = 8.0 kcal/mol